C3H6B4F4NO6 | ωB97M-V/def2-TZVPD

Last columns: bonded neighbours and bond lengths (Å).
Geometry (Å):
1 O 2.97 0.72 2.26  N2 1.143
2 N 3.37 1.27 1.35  O1 1.143, O3 1.501
3 O 3.71 0.34 0.22  N2 1.501, B4 1.385
4 B 2.69 0.13 -0.69  O3 1.385, O5 1.392, O13 1.367
5 O 2.82 0.66 -1.97  B4 1.392, B6 1.373
6 B 1.75 0.55 -2.82  O5 1.373, O7 1.375, H14 1.192
7 O 0.78 -0.39 -2.57  B6 1.375, B8 1.397
8 B 0.49 -0.59 -1.22  O7 1.397, C9 1.558, O13 1.392
9 C -0.96 -0.73 -0.66  B8 1.558, C10 1.513, H15 1.091, H16 1.090
10 C -1.31 0.66 -0.19  C9 1.513, C11 1.466, O12 1.414, H17 1.091
11 C -1.42 1.74 -1.18  C10 1.466, O12 1.516, H18 1.083, H19 1.085
12 O -0.25 1.60 -0.21  C10 1.414, C11 1.516
13 O 1.58 -0.59 -0.35  B4 1.367, B8 1.392
14 H 1.62 1.31 -3.73  B6 1.192
15 H -0.95 -1.40 0.21  C9 1.091
16 H -1.71 -1.06 -1.38  C9 1.090
17 H -2.00 0.71 0.66  C10 1.091
18 H -1.84 2.71 -0.94  C11 1.083
19 H -0.99 1.65 -2.17  C11 1.085
20 B -2.07 -1.86 3.09  F21 1.409, F22 1.424, F23 1.405, F24 1.404
21 F -0.78 -2.36 2.82  B20 1.409
22 F -2.51 -1.14 1.94  B20 1.424
23 F -2.96 -2.92 3.33  B20 1.405
24 F -2.04 -0.99 4.19  B20 1.404

Calculated values
LUMO energy   2.015 eV
Kohn-Sham gap   9.84 eV
Strongest force on any atom   2.7 eV/Å
Total charge   -1
E   -30571.974 eV